Record 1
The following is a DFT calculation (the ωB97M-V functional and the def2-TZVPD basis) of a 2-piece molecular cluster, C2H5IN2 overall in a non-equilibrium geometry.

```
10
Properties=species:S:1:pos:R:3:forces:R:3:mulliken_charge:R:1
I -2.513 -0.081 0.951 -1.57 -1.37 3.00 0.12
N 1.509 -0.616 0.624 -0.20 -0.31 -0.05 0.45
N 0.700 -1.544 0.726 -1.24 -0.83 -0.99 -0.81
C 2.167 0.336 0.695 -0.81 0.30 0.02 -0.21
C -1.447 0.764 -0.839 4.31 -2.24 -0.46 -0.94
H 3.091 0.711 0.958 1.51 0.59 0.08 0.35
H -1.523 -0.094 -1.444 -0.34 -0.47 -1.24 0.28
H -1.957 1.599 -1.023 -1.64 3.37 -1.04 0.51
H -0.421 0.796 -0.424 -0.61 0.67 -0.29 -0.01
H 0.393 -1.870 -0.223 0.59 0.29 0.97 0.26
```
Positions in Å, forces in eV/Å.

Results
ΔE to the lowest compared entry with this formula, charge and spin: 3.4128 eV
Calculated total energy: -13228.2148 eV
Net charge: 0
Multiplicity: 3

Record 2
The following is a DFT calculation (the ωB97M-V functional and the def2-TZVPD basis) of a 2-piece molecular cluster, C2H5IN2O2 overall in a non-equilibrium geometry.

```
12
Properties=species:S:1:pos:R:3:forces:R:3:mulliken_charge:R:1
I 3.404 -0.250 0.099 1.88 -2.01 0.59 0.06
O 0.280 -1.027 1.449 -2.33 -4.10 -0.59 -0.33
O 2.244 2.266 0.662 0.63 -0.82 -0.15 -0.22
N 2.242 1.389 -0.111 -1.84 3.16 -0.59 0.08
N 0.307 0.119 0.828 0.79 1.14 -0.14 -0.36
C -1.583 -0.462 -0.662 -1.17 -0.80 0.41 -1.19
C -0.443 0.319 -0.160 -1.07 3.37 0.17 0.44
H -0.393 -1.648 0.915 1.94 1.42 1.93 0.29
H -2.653 -0.276 -0.344 1.45 0.10 0.74 0.26
H -1.366 -1.514 -0.556 -0.31 -0.63 -0.04 0.33
H -0.311 1.394 -0.431 -0.34 -1.03 -0.54 0.32
H -1.727 -0.309 -1.688 0.37 0.20 -1.78 0.31
```
Positions in Å, forces in eV/Å.

Results
ΔE to the lowest compared entry with this formula, charge and spin: 2.9377 eV
Structure (SMILES): C/C=N\O.O=NI
Calculated total energy: -17325.3993 eV
Net charge: 0

Record 3
The following is a DFT calculation (the ωB97M-V functional and the def2-TZVPD basis) of a 2-piece molecular cluster, C2H5IO overall in a non-equilibrium geometry.

```
9
Properties=species:S:1:pos:R:3:forces:R:3:mulliken_charge:R:1
I -2.446 0.054 -0.212 0.43 0.15 0.17 0.25
O -0.005 -2.207 -0.060 -0.73 2.39 0.00 -0.70
C -0.518 0.289 0.423 -0.08 -2.59 -0.69 -0.26
C 0.499 0.931 -0.407 0.23 0.13 -0.17 -0.86
H 0.313 2.011 -0.454 -0.08 0.03 0.08 0.34
H 1.490 0.772 0.013 -0.01 -0.03 -0.02 0.29
H 0.553 -2.490 0.663 0.31 -0.10 0.41 0.23
H -0.351 0.078 1.464 -0.05 0.09 0.19 0.39
H 0.465 0.562 -1.431 -0.03 -0.06 0.02 0.32
```
Positions in Å, forces in eV/Å.

Results
ΔE to the lowest compared entry with this formula, charge and spin: 3.8498 eV
Calculated total energy: -12299.0233 eV
Net charge: 0

Record 4
The following is a DFT calculation (the ωB97M-V functional and the def2-TZVPD basis) of one molecule with the formula C2H5IO in a non-equilibrium geometry.

```
9
Properties=species:S:1:pos:R:3:forces:R:3:mulliken_charge:R:1
I -2.506 0.277 -0.034 -3.69 0.92 -0.93 0.07
O -0.081 -1.491 -0.117 0.29 -3.01 -0.03 -0.54
C -0.401 -0.253 0.409 4.65 0.45 -3.57 -0.17
C 0.644 0.775 -0.089 0.70 -2.05 0.86 -1.11
H 0.543 1.711 0.378 -0.34 1.49 0.34 0.40
H -0.465 -0.348 1.428 0.05 -0.30 2.61 0.42
H 1.658 0.402 0.222 -0.79 0.21 -0.25 0.27
H 0.682 0.829 -1.171 -0.34 0.21 -0.21 0.33
H -0.073 -1.901 -1.026 -0.53 2.09 1.19 0.33
```
Positions in Å, forces in eV/Å.

Results
ΔE to the lowest compared entry with this formula, charge and spin: 0.0635 eV
Calculated total energy: -12298.0691 eV
Net charge: 0
Multiplicity: 3

Record 5
The following is a DFT calculation (the ωB97M-V functional and the def2-TZVPD basis) of one molecule with the formula C2H5IO2 in a non-equilibrium geometry.

```
10
Properties=species:S:1:pos:R:3:forces:R:3:mulliken_charge:R:1
I -2.534 0.034 0.199 0.22 -0.24 -0.04 -0.19
O 0.414 0.493 -0.132 1.06 2.28 -0.42 -0.31
O -0.612 0.005 -2.100 -0.01 -2.73 0.59 -0.41
C -0.405 -0.300 -0.801 -1.09 -1.36 1.19 0.03
C 0.847 0.177 1.187 -0.37 1.49 2.00 -0.63
H 0.994 -0.844 1.095 0.80 -2.27 0.71 0.36
H -0.333 0.829 -2.434 0.68 1.81 0.20 0.33
H 1.862 0.710 1.511 -2.48 -0.90 -1.21 0.22
H -0.242 -1.423 -0.551 -0.44 1.80 -0.96 0.36
H 0.010 0.320 2.026 1.63 0.12 -2.06 0.23
```
Positions in Å, forces in eV/Å.

Results
ΔE to the lowest compared entry with this formula, charge and spin: 1.5584 eV
Structure (SMILES): CO[C@H](O)I
Calculated total energy: -14349.1588 eV
Net charge: 0

Record 6
The following is a DFT calculation (the ωB97M-V functional and the def2-TZVPD basis) of a 2-piece molecular cluster, C2H5IO2 overall in a non-equilibrium geometry.

```
10
Properties=species:S:1:pos:R:3:forces:R:3:mulliken_charge:R:1
I 3.655 -0.223 -0.019 0.90 -0.75 0.60 0.33
O 0.813 0.620 0.651 3.29 1.19 -1.13 -0.29
O 2.134 0.749 -0.550 -3.67 0.52 1.17 -0.40
C -1.418 0.200 -0.195 0.35 -0.03 0.12 -1.03
C -0.080 -0.348 0.300 -0.79 -1.13 -0.55 -0.09
H 0.357 -1.020 -0.454 0.04 0.05 0.07 0.29
H -1.911 0.737 0.611 -0.10 0.08 0.02 0.28
H -1.268 0.882 -1.027 0.02 0.03 -0.11 0.29
H -0.226 -0.975 1.199 0.04 0.09 -0.18 0.30
H -2.056 -0.622 -0.515 -0.07 -0.04 -0.01 0.33
```
Positions in Å, forces in eV/Å.

Results
ΔE to the lowest compared entry with this formula, charge and spin: 4.9685 eV
Calculated total energy: -14345.7488 eV
Net charge: 0

Record 7
The following is a DFT calculation (the ωB97M-V functional and the def2-TZVPD basis) of a 2-piece molecular cluster, C2H5IO2P overall in a non-equilibrium geometry.

```
11
Properties=species:S:1:pos:R:3:forces:R:3:mulliken_charge:R:1
I 5.103 0.392 -1.210 -0.14 -0.02 0.05 -0.99
P -1.781 -0.983 0.418 -2.47 2.57 0.26 0.82
O -2.452 -0.545 -0.832 1.03 -1.25 0.36 -0.55
O -2.616 -1.115 1.650 1.93 -0.90 -0.85 -0.55
C 0.222 0.748 -0.462 -2.94 -0.19 -1.24 -0.96
C -0.059 -0.365 0.523 2.18 -1.90 0.94 -0.43
H 0.691 1.620 -0.059 0.03 0.40 0.56 0.30
H 0.848 -1.116 0.687 -2.15 1.00 -1.00 0.43
H 0.843 0.374 -1.203 1.38 -0.56 -1.50 0.30
H -0.769 0.959 -1.012 1.69 0.29 0.93 0.32
H -0.028 0.032 1.500 -0.54 0.56 1.48 0.29
```
Positions in Å, forces in eV/Å.

Results
ΔE to the lowest compared entry with this formula, charge and spin: 1.2112 eV
Calculated total energy: -23642.1746 eV
Net charge: -1

Record 8
The following is a DFT calculation (the ωB97M-V functional and the def2-TZVPD basis) of a 2-piece molecular cluster, C2H5ISi overall in a non-equilibrium geometry.

```
9
Properties=species:S:1:pos:R:3:forces:R:3:mulliken_charge:R:1
I 0.504 3.517 -0.158 -0.15 -1.15 -0.08 -0.17
Si 1.081 -0.465 -1.138 -0.43 0.30 0.53 0.21
C -0.290 -0.044 0.188 -0.13 -0.17 -0.11 -0.94
C 0.022 -1.536 -0.041 0.01 0.65 0.62 -0.59
H -0.440 0.293 1.212 0.92 0.05 0.07 0.45
H -1.143 0.421 -0.310 -0.17 -0.57 -0.58 0.45
H -0.835 -2.184 -0.313 1.06 -0.07 0.40 0.32
H 0.780 -1.799 0.782 -1.40 -0.40 -0.98 0.23
H 0.321 1.796 -0.222 0.29 1.36 0.13 0.04
```
Positions in Å, forces in eV/Å.

Results
ΔE to the lowest compared entry with this formula, charge and spin: 2.7491 eV
Calculated total energy: -18130.1583 eV
Net charge: 0

Record 9
The following is a DFT calculation (the ωB97M-V functional and the def2-TZVPD basis) of C2H5InO as an isolated structure in a non-equilibrium geometry.

```
9
Properties=species:S:1:pos:R:3:forces:R:3:mulliken_charge:R:1
In 0.174 2.914 -2.045 0.09 0.78 -0.36 1.06
O 1.200 -0.511 -0.953 -2.06 0.40 -0.39 0.06
C -0.018 -0.523 -0.477 2.21 -2.97 1.90 0.19
C -0.056 -0.266 1.020 -0.38 2.21 0.80 -0.88
H -1.023 0.076 1.392 -0.21 -0.27 -0.35 0.40
H 0.255 -1.160 1.579 0.14 -0.34 -0.55 0.34
H 0.637 0.539 1.290 0.20 -0.23 0.20 0.35
H -0.528 0.341 -1.036 0.08 0.09 -0.18 0.12
H -0.640 -1.410 -0.770 -0.08 0.33 -1.07 0.35
```
Positions in Å, forces in eV/Å.

Results
ΔE to the lowest compared entry with this formula, charge and spin: 1.3887 eV
Calculated total energy: -9351.2746 eV
Net charge: +2

Record 10
The following is a DFT calculation (the ωB97M-V functional and the def2-TZVPD basis) of C2H5KO3 as an isolated structure in a non-equilibrium geometry.

```
11
Properties=species:S:1:pos:R:3:forces:R:3:mulliken_charge:R:1
K -3.917 15.619 -15.868 -0.02 -0.29 -0.09 0.96
O -3.035 13.881 -13.616 -1.27 2.13 2.11 -0.59
O -3.964 15.040 -11.859 -0.85 0.16 0.57 -0.18
O -3.365 17.615 -14.213 -0.19 -0.30 -0.39 -0.63
C -1.802 15.542 -12.531 1.26 1.26 -0.10 -0.73
C -3.068 14.741 -12.682 1.77 -2.59 -3.41 0.60
H -0.996 14.819 -12.402 -0.13 0.02 0.52 0.30
H -2.508 18.023 -14.085 0.23 0.39 -0.02 0.32
H -3.577 17.232 -13.361 -0.24 0.21 0.44 0.31
H -1.570 16.012 -13.487 -0.35 -0.42 -0.35 0.22
H -1.743 16.407 -11.870 -0.24 -0.57 0.72 0.41
```
Positions in Å, forces in eV/Å.

Results
ΔE to the lowest compared entry with this formula, charge and spin: 0.0000 eV
Calculated total energy: -24615.4075 eV
Net charge: +1
Multiplicity: 2